[1]
The molecule C6H11N at a distorted geometry. Source: OMol25; level of theory: the ωB97M-V functional and the def2-TZVPD basis.

Positions of all 18 atoms, in Å:
C: 2.120 -1.294 -0.169
C: 1.041 -0.639 0.654
C: -0.359 -0.635 -0.048
C: -0.838 0.811 -0.388
C: -2.344 1.005 -0.480
C: -0.267 1.611 0.708
N: 0.545 1.574 1.539
H: 3.086 -1.071 0.292
H: 1.988 -2.376 -0.207
H: 2.124 -0.901 -1.193
H: 0.926 -1.134 1.626
H: 1.502 0.433 0.986
H: -0.359 -1.233 -0.979
H: -1.135 -1.100 0.583
H: -0.357 1.142 -1.317
H: -2.784 0.415 -1.288
H: -2.806 0.718 0.469
H: -2.555 2.064 -0.653

Forces on the atoms, in the same order (eV/Å):
C 0.2 -0.3 -0.1
C 0.8 0.5 0.3
C 0.3 0.3 0.2
C 0.0 0.2 -0.1
C -0.1 0.0 0.0
C 0.6 -0.4 0.6
N -1.5 2.8 0.4
H 0.0 -0.2 -0.2
H 0.1 -0.1 -0.2
H 0.1 -0.1 0.2
H 0.1 -0.1 -0.2
H -1.1 -3.1 -1.3
H 0.3 0.3 0.3
H 0.4 0.3 0.0
H -0.1 0.0 0.1
H 0.1 0.0 0.1
H 0.0 0.0 -0.2
H -0.1 -0.2 0.0

For the HOMO-LUMO gap, the calculation gives 10.732 eV. The calculation puts the energy above the lowest of the compared OMol25 structures with the same formula, charge and spin at 44.3 kcal/mol. As for the SMILES: CCC[C@@H](C)C#N. The total energy is -7888.6106 eV.



[2]
A structure of composition C4H9N at a distorted geometry. Source: OMol25; level of theory: the ωB97M-V functional and the def2-TZVPD basis.

Positions of all 14 atoms, in Å:
C: 1.551 -1.032 -0.222
C: 0.480 -0.215 0.387
C: 0.383 1.170 0.901
N: -0.392 0.610 -0.181
C: -1.488 0.768 -0.847
H: 2.166 -1.496 0.545
H: 1.145 -1.838 -0.832
H: 2.202 -0.423 -0.853
H: -1.286 -1.435 0.783
H: 1.058 1.968 0.594
H: -0.139 1.348 1.837
H: -1.723 0.078 -1.644
H: -2.010 -1.432 0.498
H: -2.028 1.692 -0.729

Forces on the atoms, in the same order (eV/Å):
C 0.1 -0.1 0.0
C 0.3 0.2 -0.3
C 0.1 0.3 0.3
N -0.5 -1.1 0.7
C 0.0 0.5 -0.7
H 0.0 0.0 0.1
H -0.1 0.0 0.0
H 0.2 0.1 -0.1
H -0.7 0.0 -0.2
H 0.1 0.1 -0.1
H 0.0 0.0 0.1
H 0.0 -0.1 0.1
H 0.5 0.0 0.3
H 0.0 0.1 0.0

For the HOMO-LUMO gap, the calculation gives 8.188 eV. The calculation puts the energy above the lowest of the compared OMol25 structures with the same formula, charge and spin at 105.0 kcal/mol. The total energy is -5779.2592 eV.



[3]
A structure of composition C29H24N6NiO2S at a distorted geometry. Source: OMol25; level of theory: the ωB97M-V functional and the def2-TZVPD basis.

Positions of all 63 atoms, in Å:
Ni: -0.456 0.497 -0.116
C: 3.130 -3.168 -2.424
C: 3.208 -1.788 -2.522
C: 2.117 -0.995 -2.206
C: 0.908 -1.572 -1.809
C: 0.861 -2.966 -1.657
C: 1.954 -3.753 -1.971
N: -0.220 -0.770 -1.563
C: -1.426 -1.194 -2.050
C: -1.636 -1.969 -3.207
C: -2.921 -2.212 -3.639
C: -4.042 -1.718 -2.952
C: -3.877 -0.965 -1.817
C: -2.576 -0.706 -1.368
N: -2.241 0.039 -0.278
N: -3.130 0.598 0.435
C: -2.591 1.465 1.342
C: -3.376 2.022 2.349
C: -2.799 2.913 3.227
C: -1.454 3.228 3.089
C: -0.736 2.638 2.066
N: -1.278 1.793 1.198
H: 3.978 -3.786 -2.691
H: 4.126 -1.324 -2.861
H: 2.175 0.082 -2.287
H: -0.044 -3.420 -1.274
H: 1.894 -4.828 -1.859
H: -0.790 -2.331 -3.771
H: -3.066 -2.784 -4.547
H: -5.038 -1.910 -3.328
H: -4.718 -0.557 -1.275
H: -4.409 1.716 2.421
H: -3.385 3.357 4.021
H: -0.963 3.904 3.772
H: 0.316 2.857 1.945
C: 2.763 -5.516 5.432
C: 2.230 -4.262 4.793
C: 1.303 -4.329 3.756
C: 0.782 -3.175 3.193
C: 1.198 -1.942 3.670
C: 2.129 -1.850 4.690
C: 2.644 -3.011 5.244
S: 0.377 -0.486 3.063
O: 0.855 0.632 3.849
O: -1.029 -0.790 3.109
N: 0.793 -0.355 1.498
C: 1.720 0.578 1.123
C: 2.934 0.887 1.768
C: 3.735 1.869 1.237
C: 3.346 2.539 0.074
C: 2.160 2.179 -0.517
N: 1.372 1.223 -0.016
H: 2.235 -6.395 5.068
H: 2.652 -5.475 6.516
H: 3.827 -5.634 5.215
H: 0.968 -5.297 3.404
H: 0.039 -3.209 2.407
H: 2.415 -0.874 5.062
H: 3.358 -2.949 6.057
H: 3.204 0.349 2.663
H: 4.672 2.115 1.722
H: 3.962 3.314 -0.361
H: 1.806 2.659 -1.421

Forces on the atoms, in the same order (eV/Å):
Ni 0.2 0.1 -0.3
C 0.0 -0.1 0.0
C 0.1 0.0 0.0
C -0.2 0.0 0.0
C 0.3 -0.1 -0.1
C -0.1 0.2 0.1
C 0.1 0.0 0.0
N -0.7 -0.4 -0.3
C 0.8 0.8 0.7
C -0.4 -0.4 -0.4
C 0.7 0.0 0.1
C -0.4 0.2 0.3
C -0.1 -0.1 -0.2
C 0.2 -0.5 -0.2
N -0.9 0.7 0.1
N -0.5 -0.9 -0.7
C 1.0 0.9 0.8
C -0.1 -0.3 -0.4
C 0.2 0.1 0.1
C -0.2 0.0 0.1
C 0.2 0.1 0.0
N -0.5 -0.4 0.0
H 0.0 0.0 0.0
H 0.0 0.0 0.0
H 0.0 0.0 -0.1
H -0.1 0.0 -0.1
H 0.0 0.0 0.0
H 0.0 0.0 0.0
H 0.0 0.0 0.0
H 0.0 0.0 0.0
H 0.0 0.0 0.0
H 0.0 0.0 0.0
H 0.0 0.0 0.0
H 0.0 0.0 0.0
H 0.0 -0.1 -0.1
C 0.0 0.1 0.0
C 0.0 0.0 0.0
C 0.0 0.0 0.0
C 0.0 0.0 0.0
C -0.2 0.2 0.0
C 0.0 0.1 0.0
C 0.0 -0.1 0.0
S 0.4 -0.2 -0.5
O 0.1 0.0 0.0
O -0.1 0.0 -0.2
N -0.2 0.3 0.6
C 0.4 -0.1 0.2
C -0.1 0.0 -0.1
C -0.1 -0.1 0.1
C 0.0 0.0 -0.1
C -0.1 0.0 -0.2
N 0.1 -0.2 0.7
H 0.0 0.0 0.0
H 0.0 0.0 0.0
H 0.0 -0.1 0.0
H 0.0 0.0 0.0
H 0.0 -0.1 0.0
H 0.0 0.0 0.0
H 0.0 0.0 0.0
H 0.0 0.0 0.0
H 0.0 0.0 0.0
H 0.0 0.0 0.0
H 0.0 0.0 0.0

For the HOMO-LUMO gap (spin up / spin down), the calculation gives 5.805 / 5.697 eV. The calculation puts the energy above the lowest of the compared OMol25 structures with the same formula, charge and spin at 12.8 kcal/mol. The total energy is -95376.4911 eV.